Entry 1:
110
Properties=species:S:1:pos:R:3:forces:R:3:mulliken_charge:R:1 method="wB97M-V/def2-TZVPD" e_homo_ev="-2.17 / -5.22" e_lumo_ev="2.6 / 0.9" spin_multiplicity=6 de_lowest_ev=0.0000 charge=-1
Ru 0.55282 0.38091 1.16492 -0.2 0.3 0.0 -1.0679
As 2.00565 -1.82014 1.47238 0.4 -0.2 0.0 0.3420
Si 4.33640 -2.00679 1.22133 0.0 -0.1 0.0 0.5078
Si 1.08777 -3.94448 1.89369 -0.1 0.1 0.0 0.5235
F 4.17587 3.85137 -0.68997 0.0 0.0 0.0 -0.4154
F 3.94705 -0.18224 -3.05218 0.0 0.0 0.0 -0.5136
O -0.41036 -0.94541 -0.10239 -0.2 0.1 -0.2 1.0043
O -0.68658 1.10403 -1.81190 0.1 -0.1 0.0 -0.5275
O -1.14603 -2.43533 -1.54886 -0.2 0.0 0.0 -0.7178
N 1.18000 2.16090 1.95989 0.0 0.1 0.1 0.6377
N -1.92412 1.18448 1.22047 -0.1 -0.1 0.1 1.8459
N -0.33614 -0.19387 3.04563 0.0 0.0 0.0 2.0086
C -3.83507 1.29369 -4.31793 0.0 0.0 0.0 -0.6796
C -1.92573 -0.16232 4.66066 0.0 0.0 0.0 -1.0556
C -3.19850 -1.14379 -3.16346 0.0 0.0 0.0 -0.2183
C 5.06058 -0.29546 1.43211 0.0 0.0 0.0 -0.9344
C 5.03896 -3.15720 2.53309 0.0 0.0 0.0 -1.1818
C 0.06452 -0.48248 -3.49049 0.0 0.0 0.0 -0.2842
C 0.71456 2.68351 3.12909 0.0 0.0 0.0 -0.4748
C 3.59311 2.63220 -0.83567 0.0 0.0 0.0 0.9659
C -0.93877 -0.17313 -2.35763 -0.1 0.0 0.1 3.2282
C 2.61244 2.21269 0.07060 0.0 0.0 0.0 0.5229
C -1.37902 3.74840 0.11924 0.0 0.0 0.0 0.2333
C 0.21797 -1.76264 -4.01775 0.0 0.0 0.0 -0.4113
C -2.84842 1.70513 0.28164 0.0 -0.1 0.0 -1.6393
C 0.78161 0.56535 -4.06034 0.0 0.0 0.0 0.1267
C 1.13240 3.86907 3.64470 0.0 0.0 0.0 -0.9697
C -4.13381 -0.51366 0.25345 0.0 0.0 0.0 -0.1330
C 3.47788 0.61123 -2.05636 0.0 0.0 0.0 0.0524
C 1.57133 -4.47641 3.62976 0.0 0.0 0.0 -1.0675
C 2.46883 0.15173 -1.23185 0.0 0.0 0.0 0.5474
C -1.58914 4.65207 1.33395 0.0 0.0 0.0 -1.4251
C -4.39050 -0.98674 -3.86133 0.0 0.0 0.0 -0.7449
C 0.15660 -0.79233 4.14894 0.0 0.0 0.0 -1.3695
C -4.69961 2.81205 -1.46596 0.0 0.0 0.0 -1.1174
C -5.28758 -0.75469 1.22813 0.0 0.0 0.0 -1.5810
C 2.59685 4.12459 1.74768 0.0 0.0 0.0 -0.6953
C 1.08806 -1.98688 -5.07494 0.0 0.0 0.0 -1.0184
C 4.74904 -2.69412 -0.47353 0.0 0.0 0.0 -0.8542
C -3.94579 0.93675 -0.13642 0.0 0.0 0.0 0.6468
C 2.10440 4.63289 2.92570 0.0 0.0 0.0 -0.7477
C -2.61841 2.97671 -0.24927 0.0 0.1 0.0 0.8866
C -2.39208 0.88687 2.37464 0.0 -0.1 -0.1 -0.3922
C 2.16291 2.89003 1.25284 0.0 0.0 0.0 -0.5794
C -4.86660 1.51876 -1.00491 0.0 0.0 0.0 -0.2399
C -0.78745 -0.80096 5.17378 0.0 0.0 0.0 -1.1221
C 2.02366 0.94094 -0.17416 0.0 0.0 0.0 -0.0472
C -1.60786 0.20052 3.35406 0.0 0.0 0.0 -0.7335
C -4.71467 0.22776 -4.44415 0.0 0.0 0.0 -0.6559
C 1.80627 -0.93908 -5.63295 0.0 0.0 0.0 -0.4803
C -0.85921 -1.27862 -1.25555 0.4 -0.1 0.0 -0.9439
C 1.64524 0.33873 -5.12235 0.0 0.0 0.0 -0.8482
C -2.65305 1.14457 -3.61281 0.0 0.0 0.0 -0.5909
C 4.04419 1.86036 -1.88459 0.0 0.0 0.0 -1.3826
C -3.56606 3.52514 -1.10128 0.0 0.0 0.0 -0.2818
C -2.32039 -0.07488 -3.02341 0.0 0.1 -0.1 -0.3663
C -0.75752 -3.72587 1.78392 0.0 -0.1 0.0 -0.5567
C 1.71396 -5.19112 0.64034 0.0 0.0 0.0 -1.1291
H -2.94530 -2.09875 -2.72724 0.0 0.0 0.0 0.5239
H 2.04230 -0.82720 -1.42346 0.0 0.0 0.0 1.0568
H 1.20326 -2.99124 -5.46489 0.0 0.0 0.0 0.4297
H 2.65187 -4.49740 3.77953 0.0 0.0 0.0 0.2692
H 6.12822 -3.19912 2.43528 0.0 0.0 0.0 0.3668
H 4.87747 0.31375 0.54504 0.0 0.0 0.0 0.1357
H -4.33371 -1.07124 -0.66447 0.0 0.0 0.0 0.2758
H 6.14181 -0.36212 1.58690 0.0 0.0 0.0 0.4749
H -5.11102 -0.27428 2.19120 0.0 0.0 0.0 0.3060
H -1.06802 4.34413 -0.74311 0.0 0.0 0.0 0.7151
H -5.42380 -1.82277 1.40901 0.0 0.0 0.0 0.4552
H -1.05292 -3.37984 0.79122 0.0 0.0 0.0 -0.0550
H -0.67078 5.18393 1.58963 0.0 0.0 0.0 0.3651
H -1.87749 4.05791 2.20353 0.0 0.0 0.0 0.1868
H 0.71030 4.21645 4.57734 0.0 0.0 0.0 0.4504
H 2.20541 1.16728 -5.53876 0.0 0.0 0.0 0.4213
H -1.98008 1.98289 -3.50155 0.0 0.0 0.0 0.2872
H 1.47769 -4.86451 -0.37438 0.0 0.0 0.0 0.3010
H -5.64338 0.34476 -4.98986 0.0 0.0 0.0 0.3842
H 4.82469 2.22368 -2.53847 0.0 0.0 0.0 0.4275
H -5.06643 -1.82924 -3.95033 0.0 0.0 0.0 0.4213
H 4.36829 -2.04781 -1.26566 0.0 0.0 0.0 0.1541
H -4.07601 2.25379 -4.75836 0.0 0.0 0.0 0.4334
H -0.02877 2.09045 3.64435 0.0 0.0 0.0 0.2606
H 2.79491 -5.33048 0.71556 0.0 0.0 0.0 0.2627
H 4.80489 -2.80488 3.53960 0.0 0.0 0.0 0.3136
H 1.23561 -6.16131 0.80316 0.0 0.0 0.0 0.3849
H -0.56708 3.05131 0.33400 0.0 0.0 0.0 -0.9790
H -0.65534 -1.21815 6.15986 0.0 0.0 0.0 0.4451
H -3.39627 4.52154 -1.49712 0.0 0.0 0.0 0.4204
H 1.13206 -3.79643 4.36261 0.0 0.0 0.0 0.2936
H -5.70687 0.92520 -1.34999 0.0 0.0 0.0 0.4357
H -6.22316 -0.35643 0.82916 0.0 0.0 0.0 0.3552
H 0.19343 1.09108 -1.40348 0.0 0.0 0.0 -0.6390
H 1.16824 -1.17279 4.16730 0.0 0.0 0.0 0.5963
H -3.20723 -0.92171 0.65843 0.0 0.0 0.0 0.0274
H -2.38080 5.38186 1.14648 0.0 0.0 0.0 0.3983
H -1.08876 -2.98415 2.51662 0.0 0.0 0.0 0.0693
H 2.45320 5.58619 3.29950 0.0 0.0 0.0 0.3694
H -1.25981 -4.67482 1.99798 0.0 0.0 0.0 0.5478
H -3.42390 1.13191 2.63779 0.0 0.0 0.0 0.6080
H 4.65341 -4.17350 2.42901 0.0 0.0 0.0 0.2572
H 2.48894 -1.11913 -6.45420 0.0 0.0 0.0 0.3874
H -2.86743 0.01140 5.15960 0.0 0.0 0.0 0.5330
H 0.66667 1.56575 -3.66606 0.0 0.0 0.0 0.3526
H 4.32697 -3.69137 -0.61381 0.0 0.0 0.0 0.2706
H 3.33800 4.67319 1.18708 0.0 0.0 0.0 0.5319
H 4.62446 0.22842 2.28538 0.0 0.0 0.0 0.2515
H 1.18074 -5.47992 3.82627 0.0 0.0 0.0 0.3676
H 5.83473 -2.76480 -0.59187 0.0 0.0 0.0 0.3714
H -0.34362 -2.57901 -3.58600 0.0 0.0 0.0 0.4798
H -5.42207 3.24469 -2.14757 0.0 0.0 0.0 0.3552


Entry 2:
120
Properties=species:S:1:pos:R:3:forces:R:3:mulliken_charge:R:1 method="wB97M-V/def2-TZVPD" e_homo_ev=-10.63 e_lumo_ev=-4.6 charge=+1
I 2.45124 0.88027 -1.29593 0.1 0.2 -0.1 0.3404
O 3.64094 1.89842 5.35346 0.2 -0.1 -0.1 -0.6875
O 0.11230 -6.89616 -1.75259 -0.1 0.2 0.1 -0.5807
O -2.78141 0.80558 -5.05638 0.5 -0.3 0.4 -0.4195
O -2.55765 -10.70655 -2.32108 -0.3 0.2 0.2 -0.5016
O -1.86938 -5.53928 -0.55922 0.3 -0.4 -0.1 -0.5605
O -1.70112 -2.63935 -2.82779 0.9 0.1 -0.2 -0.3400
O -4.53599 -12.77858 -4.65706 -0.2 -0.1 -0.2 -0.6515
O 5.49429 1.37703 7.19972 -0.3 0.1 -0.3 -0.5682
O 0.49623 3.18755 8.57911 0.3 -0.1 0.2 -0.5660
O -4.54893 -9.33162 -1.20848 0.1 -0.2 -0.1 -0.6120
O 3.06744 8.21507 4.27576 0.4 0.0 0.0 -0.5430
O -0.82163 -12.73234 -8.42025 0.2 0.1 0.2 -0.6187
O -0.05057 -3.97749 -1.98570 -0.6 1.2 -0.9 -0.4967
O 7.37497 11.25405 3.86602 -0.1 0.2 0.1 -0.5946
O 5.18997 12.33903 4.93652 0.3 -0.2 -0.2 -0.5524
O -5.19900 -13.72613 -7.05931 0.1 0.1 0.3 -0.5577
O 2.36919 2.74729 10.41608 -0.3 0.1 -0.1 -0.5976
O 5.27444 7.10080 3.28326 -0.3 0.1 0.1 -0.5896
O -0.13756 -11.86507 -5.99848 -0.1 -0.1 -0.3 -0.5661
N 0.58346 0.95717 -0.37127 0.0 -0.3 0.6 -1.0897
N 1.09500 2.67921 2.87816 -0.4 0.3 -0.4 -0.0474
C -0.04782 5.86309 3.80948 0.1 0.2 1.6 -1.0168
C -1.69936 -12.77555 -7.57924 -0.4 -0.2 -0.3 0.9059
C 5.31795 8.38275 3.65365 0.4 -0.2 -0.2 0.3126
C 0.05566 5.35784 1.16720 -0.3 -0.3 -0.9 -0.1626
C 1.06269 6.07751 1.75324 0.6 0.0 -0.9 -0.8034
C 2.69704 2.52409 9.26883 0.5 -0.2 0.1 0.8490
C -1.20565 1.73694 -2.08990 1.1 0.1 -1.0 -0.6676
C -3.28694 -7.38034 -0.82982 -0.1 -0.1 0.0 -0.9375
C 1.46112 2.20373 1.55840 0.2 0.5 0.8 -1.4880
C 1.68782 2.76301 8.18096 -0.4 0.1 -0.3 0.3349
C -0.43756 -0.75078 -1.79147 -0.3 -0.2 0.0 -1.4042
C -0.48923 -3.27469 -2.86661 0.6 -1.0 1.0 0.1843
C 4.04469 8.94527 4.21409 -0.2 0.4 0.2 0.9584
C 4.03628 10.32503 4.65804 -0.1 -0.2 0.0 -1.0689
C 4.01395 2.03344 8.88866 -0.1 0.1 0.1 -0.9297
C -1.75603 -1.53206 -1.92843 -0.6 0.7 0.1 -0.8492
C -2.09608 -6.78571 -0.97824 -0.4 0.2 0.3 0.4309
C -3.65077 -12.76836 -5.49311 0.4 0.2 0.3 1.0432
C -1.68976 0.63733 0.02135 0.7 0.3 0.2 -1.6519
C 6.42316 9.12581 3.53511 0.1 0.1 0.0 -0.8880
C -0.66278 0.63495 -1.16852 -1.4 -0.2 0.8 1.5173
C -1.13730 -8.86291 -2.08025 0.1 0.1 0.0 -1.0834
C -2.48387 -0.57114 -5.21345 -0.5 0.2 0.0 -0.5201
C 6.41252 10.52043 3.95887 0.2 -0.4 -0.2 0.9638
C 1.98393 2.55746 6.88989 0.2 -0.1 -0.2 -0.8392
C -2.30533 -12.28980 -5.22289 -0.1 0.0 0.1 -0.9890
C 5.14366 11.07347 4.54444 -0.4 0.2 0.2 0.3809
C -1.38416 -12.29091 -6.19391 0.0 0.1 0.4 0.3864
C 3.30562 2.08985 6.51180 -0.5 0.2 0.0 1.2062
C -3.04021 -13.27650 -7.84426 0.2 0.0 -0.1 -0.9811
C -3.48986 -8.74313 -1.30094 -0.2 0.4 0.2 1.0580
C -0.21281 2.33860 -3.10258 0.2 0.0 0.7 -0.6658
C -1.75772 1.63307 -5.58691 -1.0 0.6 -0.8 -0.5805
C -3.96044 -13.27813 -6.87094 -0.1 -0.2 -0.4 0.4104
C -2.08386 2.58957 1.75347 0.3 0.5 -0.5 -1.6348
C -1.08829 1.59172 1.11881 0.0 -0.8 0.7 0.2947
C -1.05381 5.14340 3.23142 -0.7 -0.2 0.5 -0.2096
C 1.02740 6.32310 3.09983 0.9 0.5 -0.1 -0.3754
C 0.27717 2.08474 0.59951 -0.3 0.1 -1.1 1.2631
C -0.94008 -7.49248 -1.63038 0.1 -0.4 -0.2 1.0696
C 4.30602 1.82602 7.59862 0.3 -0.1 0.3 0.2095
C -2.06858 4.04577 1.20254 -0.4 -0.3 1.0 -1.0697
C -1.00585 4.87645 1.88977 -0.5 -0.5 -1.0 0.3203
C -2.32823 -9.45598 -1.92819 0.4 -0.2 -0.2 0.2059
C -1.89540 3.03320 -4.98670 1.0 0.4 -0.2 -0.8958
C -0.82015 3.45881 -3.95271 -0.4 -0.4 0.5 -0.9958
H -1.31870 4.12921 -3.24192 0.2 0.1 -0.1 0.2079
H 5.44862 1.31654 6.22785 0.1 0.0 0.0 0.3474
H 0.60028 2.79626 -2.52297 0.0 0.0 -0.1 0.2916
H -1.61522 2.56157 -1.50172 -0.1 -0.2 0.1 0.0282
H -5.65735 -13.61509 -6.20488 -0.1 0.0 0.0 0.3585
H -1.87156 4.79215 3.85230 -0.1 0.0 -0.1 0.4605
H -1.57704 -0.80591 -4.64639 0.0 -0.3 -0.2 0.1211
H -2.14818 -1.84480 -0.95962 0.3 -0.2 0.0 0.3891
H 1.86887 6.41057 1.10871 0.1 0.2 0.2 0.4367
H 1.26643 2.72914 6.09921 0.0 0.0 0.0 0.4377
H 4.72673 1.84905 9.67985 0.0 0.0 0.0 0.4288
H 0.31702 -11.97153 -6.85593 0.0 0.0 0.0 0.3599
H 0.16758 2.93493 -0.07527 0.1 0.3 0.5 -0.3970
H 3.11721 10.71173 5.07500 0.0 0.0 0.0 0.4445
H -1.81553 3.73417 -5.82169 -0.1 0.1 0.1 0.4545
H -4.12665 -6.88367 -0.36452 0.0 0.0 0.0 0.4295
H -0.00924 4.04394 -4.38773 -0.1 -0.2 -0.2 0.4831
H -0.80654 0.92911 1.95109 -0.1 -0.1 -0.1 0.8985
H 2.01560 1.25375 1.66349 -0.2 -0.1 -0.5 0.4337
H -2.00822 4.10483 0.11358 0.1 -0.1 0.0 0.3705
H 7.34526 8.73246 3.13113 0.0 0.0 0.0 0.4336
H 0.26176 1.53583 -3.67408 -0.1 0.1 -0.2 0.4090
H 0.10253 -3.09582 -3.78207 -0.5 -0.1 0.0 0.4403
H 0.05924 5.12740 0.10479 0.2 0.3 -0.1 0.3745
H -0.93815 -5.33403 -0.78400 -0.1 0.1 -0.1 0.3013
H -2.88564 3.20324 -4.56682 -0.1 -0.4 -0.1 0.3736
H 0.54612 3.25516 9.55309 0.0 0.0 0.0 0.3620
H -0.75588 1.19692 -5.50434 -0.1 0.0 0.3 0.3249
H -2.38603 -0.85730 -6.26716 0.2 0.1 0.0 0.4294
H -3.33679 -1.12347 -4.81908 0.1 0.0 0.1 0.2026
H -1.85887 2.64116 2.81930 -0.1 0.1 0.0 0.6993
H 6.09602 12.64949 4.74425 0.0 0.1 0.0 0.3607
H -3.09699 2.18686 1.68340 0.1 -0.2 -0.1 0.4610
H -2.50329 -0.84633 -2.33834 0.0 -0.2 -0.2 0.4241
H 4.36710 6.79948 3.47328 0.0 0.0 0.0 0.3070
H -1.83158 -0.34714 0.46677 0.0 0.0 -0.1 0.4081
H -3.25127 -13.63862 -8.84045 0.0 0.0 0.0 0.4162
H -2.02637 1.28076 -2.65454 -0.1 0.1 0.2 0.6498
H -0.08721 6.05745 4.87666 0.0 0.0 0.0 0.4391
H -1.95606 1.73091 -6.66382 0.2 -0.2 0.0 0.5091
H 1.85634 2.61568 3.53907 0.0 -0.1 0.1 0.0603
H 0.64271 0.16507 0.27740 0.2 -0.2 -0.3 0.7712
H 1.84384 6.87374 3.55877 -0.5 -0.2 0.0 0.7290
H -2.65033 1.00068 -0.33609 0.0 -0.1 0.0 0.3883
H 0.24478 2.26726 3.23079 0.2 -0.1 0.2 0.1858
H 2.13749 2.95311 1.13476 0.2 -0.3 0.0 0.5013
H 0.04582 -0.65807 -2.76858 -0.1 0.0 0.0 0.5641
H -0.29412 -9.36649 -2.53225 0.0 0.0 0.0 0.4678
H -3.49262 -10.89101 -2.10098 0.0 -0.1 -0.1 0.3424
H -3.03660 4.47335 1.48187 0.0 0.0 -0.2 0.5053
H 0.23270 -1.33748 -1.15194 0.1 0.1 -0.1 0.4840
H -2.09300 -11.94300 -4.22233 0.0 0.0 0.0 0.4934